Below is a cluster of 8 separate species, C50H110N6O6 in total in a non-equilibrium geometry, with properties calculated with ωB97M-V with the def2-TZVPD basis set.

Bonds (Å) are listed after each position.
Atoms and positions in Å:
1 C 0.7225 -9.2814 21.5088  C2 1.478, H10 1.090, H11 1.090, H12 1.090
2 C 1.3744 -10.3517 22.2925  C1 1.478, C3 1.615, H13 1.090, H14 1.090
3 C 2.8784 -10.5715 21.7481  C2 1.615, N4 1.560, H15 1.090, H16 1.090
4 N 3.5719 -11.7367 22.5194  C3 1.560, C5 1.515, C6 1.584, C9 1.492
5 C 3.0433 -13.1462 22.3483  N4 1.515, H17 1.090, H18 1.090, H19 1.090
6 C 5.1060 -11.6553 22.1345  N4 1.584, C7 1.545, H20 1.090, H21 1.090
7 C 5.7712 -12.4080 23.3077  C6 1.545, C8 1.467, H22 1.090, H23 1.090
8 C 5.0103 -12.0727 24.5165  C7 1.467, C9 1.543, H24 1.090, H25 1.090
9 C 3.7449 -11.3864 23.9595  N4 1.492, C8 1.543, H26 1.090, H27 1.090
10 H 1.1876 -8.3316 21.2450  C1 1.090
11 H -0.2151 -9.0106 21.9942  C1 1.090
12 H 0.3708 -9.6223 20.5350  C1 1.090
13 H 0.8782 -11.2850 22.0261  C2 1.090
14 H 1.4645 -10.1167 23.3531  C2 1.090
15 H 3.4157 -9.6232 21.7538  C3 1.090
16 H 2.9457 -10.8092 20.6864  C3 1.090
17 H 1.9584 -13.0773 22.4283  C5 1.090
18 H 3.4895 -13.7055 23.1706  C5 1.090
19 H 3.1901 -13.5109 21.3317  C5 1.090
20 H 5.1786 -12.0227 21.1108  C6 1.090
21 H 5.6077 -10.6877 22.1448  C6 1.090
22 H 5.7009 -13.4544 23.0107  C7 1.090
23 H 6.8387 -12.2356 23.4443  C7 1.090
24 H 4.7818 -12.9896 25.0599  C8 1.090
25 H 5.6719 -11.4787 25.1469  C8 1.090
26 H 2.8375 -11.6966 24.4777  C9 1.090
27 H 3.7588 -10.2965 23.9605  C9 1.090
28 C 5.1191 -19.6069 20.1323  C29 1.532, H37 1.090, H38 1.090, H39 1.090
29 C 5.7522 -18.5107 19.2691  C28 1.532, C30 1.581, H40 1.090, H41 1.090
30 C 6.0043 -17.2041 20.1225  C29 1.581, N31 1.577, H42 1.090, H43 1.090
31 N 6.4342 -15.8764 19.3876  C30 1.577, C32 1.554, C33 1.534, C36 1.601
32 C 6.0307 -14.7385 20.3661  N31 1.554, H44 1.090, H45 1.090, H46 1.090
33 C 5.7954 -15.5827 18.0238  N31 1.534, C34 1.512, H47 1.090, H48 1.090
34 C 6.9659 -15.2601 17.1223  C33 1.512, C35 1.520, H49 1.090, H50 1.090
35 C 8.1769 -14.9011 17.9679  C34 1.520, C36 1.551, H51 1.090, H52 1.090
36 C 8.0231 -15.8300 19.2008  N31 1.601, C35 1.551, H53 1.090, H54 1.090
37 H 5.3019 -20.5576 19.6315  C28 1.090
38 H 4.0529 -19.4006 20.0396  C28 1.090
39 H 5.4097 -19.6598 21.1815  C28 1.090
40 H 5.0937 -18.2957 18.4275  C29 1.090
41 H 6.7320 -18.8310 18.9150  C29 1.090
42 H 6.5287 -17.3790 21.0619  C30 1.090
43 H 5.0226 -16.9109 20.4947  C30 1.090
44 H 4.9446 -14.7727 20.2817  C32 1.090
45 H 6.4005 -13.7851 19.9888  C32 1.090
46 H 6.4169 -15.1223 21.3104  C32 1.090
47 H 5.0870 -14.7562 17.9682  C33 1.090
48 H 5.3140 -16.5308 17.7837  C33 1.090
49 H 6.8495 -14.4915 16.3583  C34 1.090
50 H 7.2396 -16.0734 16.4502  C34 1.090
51 H 8.3358 -13.8576 18.2399  C35 1.090
52 H 9.1293 -15.1857 17.5205  C35 1.090
53 H 8.3592 -15.3894 20.1395  C36 1.090
54 H 8.3303 -16.8671 19.0660  C36 1.090
55 C 13.5127 -11.3195 26.5635  C56 1.511, H64 1.090, H65 1.090, H66 1.090
56 C 13.5703 -12.8285 26.5057  C55 1.511, C57 1.511, H67 1.090, H68 1.090
57 C 13.1630 -13.4554 27.8191  C56 1.511, N58 1.572, H69 1.090, H70 1.090
58 N 13.4842 -14.9942 27.7996  C57 1.572, C59 1.562, C60 1.632, C63 1.553
59 C 15.0297 -15.1437 27.6302  N58 1.562, H71 1.090, H72 1.090, H73 1.090
60 C 12.6991 -16.0071 26.7885  N58 1.632, C61 1.517, H74 1.090, H75 1.090
61 C 11.4164 -16.3778 27.5081  C60 1.517, C62 1.555, H76 1.090, H77 1.090
62 C 11.6509 -16.0635 29.0133  C61 1.555, C63 1.509, H78 1.090, H79 1.090
63 C 13.0943 -15.6453 29.1543  N58 1.553, C62 1.509, H80 1.090, H81 1.090
64 H 14.1578 -10.8450 25.8240  C55 1.090
65 H 13.8811 -10.7842 27.4385  C55 1.090
66 H 12.4902 -10.9506 26.4822  C55 1.090
67 H 14.6262 -12.9268 26.2536  C56 1.090
68 H 13.0561 -13.2132 25.6249  C56 1.090
69 H 12.1054 -13.5392 28.0695  C57 1.090
70 H 13.7491 -13.0342 28.6358  C57 1.090
71 H 15.4843 -14.6106 28.4653  C59 1.090
72 H 15.4780 -14.8070 26.6955  C59 1.090
73 H 15.2401 -16.2077 27.5218  C59 1.090
74 H 13.2921 -16.8879 26.5423  C60 1.090
75 H 12.5799 -15.5201 25.8206  C60 1.090
76 H 11.2497 -17.4472 27.3791  C61 1.090
77 H 10.5319 -15.8065 27.2261  C61 1.090
78 H 11.3779 -16.9167 29.6342  C62 1.090
79 H 10.9591 -15.2623 29.2736  C62 1.090
80 H 13.6691 -16.5687 29.2243  C63 1.090
81 H 13.2017 -14.8810 29.9240  C63 1.090
82 C 8.3717 -23.9473 17.3524  C83 1.563, H91 1.090, H92 1.090, H93 1.090
83 C 9.2189 -22.7437 17.8773  C82 1.563, C84 1.477, H94 1.090, H95 1.090
84 C 8.7171 -22.4310 19.2305  C83 1.477, N85 1.555, H96 1.090, H97 1.090
85 N 9.9141 -21.8214 20.0144  C84 1.555, C86 1.586, C87 1.537, C90 1.565
86 C 11.0081 -22.8857 20.4469  N85 1.586, H98 1.090, H99 1.090, H100 1.090
87 C 10.4450 -20.4864 19.4675  N85 1.537, C88 1.529, H101 1.090, H102 1.090
88 C 9.5713 -19.3648 20.0288  C87 1.529, C89 1.491, H103 1.090, H104 1.090
89 C 8.5560 -19.9785 20.9316  C88 1.491, C90 1.565, H105 1.090, H106 1.090
90 C 9.2227 -21.3371 21.3319  N85 1.565, C89 1.565, H107 1.090, H108 1.090
91 H 8.4361 -23.9478 16.2643  C82 1.090
92 H 7.3191 -23.7925 17.5895  C82 1.090
93 H 8.6282 -24.9460 17.7056  C82 1.090
94 H 8.9600 -21.9367 17.1918  C83 1.090
95 H 10.2012 -23.1915 17.7271  C83 1.090
96 H 8.2877 -23.2100 19.8605  C84 1.090
97 H 7.9023 -21.7265 19.0636  C84 1.090
98 H 10.5295 -23.4853 21.2212  C86 1.090
99 H 11.9355 -22.4601 20.8301  C86 1.090
100 H 11.3238 -23.4801 19.5895  C86 1.090
101 H 11.4130 -20.3130 19.9376  C87 1.090
102 H 10.5892 -20.5606 18.3896  C87 1.090
103 H 10.1630 -18.6232 20.5655  C88 1.090
104 H 9.0765 -18.8835 19.1852  C88 1.090
105 H 8.4096 -19.3146 21.7837  C89 1.090
106 H 7.5595 -20.2458 20.5802  C89 1.090
107 H 9.9502 -21.2289 22.1363  C90 1.090
108 H 8.5734 -22.1422 21.6758  C90 1.090
109 C 14.0115 -14.4624 22.5475  C110 1.603, H118 1.090, H119 1.090, H120 1.090
110 C 12.4425 -14.1814 22.3784  C109 1.603, C111 1.596, H121 1.090, H122 1.090
111 C 12.1802 -12.6081 22.3149  C110 1.596, N112 1.571, H123 1.090, H124 1.090
112 N 10.6703 -12.1852 22.4053  C111 1.571, C113 1.480, C114 1.555, C117 1.562
113 C 10.1424 -12.4065 23.7699  N112 1.480, H125 1.090, H126 1.090, H127 1.090
114 C 9.9274 -12.9462 21.2711  N112 1.555, C115 1.587, H128 1.090, H129 1.090
115 C 8.6489 -12.0643 20.9438  C114 1.587, C116 1.526, H130 1.090, H131 1.090
116 C 8.9635 -10.6859 21.5170  C115 1.526, C117 1.545, H132 1.090, H133 1.090
117 C 10.4294 -10.6949 22.0059  N112 1.562, C116 1.545, H134 1.090, H135 1.090
118 H 14.2178 -15.5321 22.5810  C109 1.090
119 H 14.2956 -14.0408 23.5117  C109 1.090
120 H 14.6049 -14.0125 21.7515  C109 1.090
121 H 12.0112 -14.6758 23.2488  C110 1.090
122 H 12.1559 -14.6831 21.4542  C110 1.090
123 H 12.6270 -12.2064 21.4054  C111 1.090
124 H 12.7092 -12.0641 23.0974  C111 1.090
125 H 10.2711 -13.4449 24.0755  C113 1.090
126 H 9.0685 -12.2201 23.7821  C113 1.090
127 H 10.7735 -11.7433 24.3614  C113 1.090
128 H 9.6592 -13.8994 21.7268  C114 1.090
129 H 10.6400 -13.0212 20.4497  C114 1.090
130 H 7.7648 -12.5360 21.3727  C115 1.090
131 H 8.4555 -12.0207 19.8719  C115 1.090
132 H 8.2802 -10.4959 22.3448  C116 1.090
133 H 8.6713 -9.8522 20.8784  C116 1.090
134 H 10.5690 -9.9609 22.7995  C117 1.090
135 H 11.1319 -10.5181 21.1914  C117 1.090
136 C 8.4473 -19.4180 24.8685  C137 1.471, H145 1.090, H146 1.090, H147 1.090
137 C 8.3990 -20.7289 25.5341  C136 1.471, C138 1.580, H148 1.090, H149 1.090
138 C 8.6233 -21.9968 24.6185  C137 1.580, N139 1.519, H150 1.090, H151 1.090
139 N 8.3803 -23.2989 25.3612  C138 1.519, C140 1.587, C141 1.548, C144 1.510
140 C 8.7621 -24.3479 24.2327  N139 1.587, H152 1.090, H153 1.090, H154 1.090
141 C 9.3420 -23.5716 26.5433  N139 1.548, C142 1.508, H155 1.090, H156 1.090
142 C 8.4552 -24.1953 27.5909  C141 1.508, C143 1.480, H157 1.090, H158 1.090
143 C 7.1587 -23.5013 27.4276  C142 1.480, C144 1.492, H159 1.090, H160 1.090
144 C 6.9974 -23.4612 25.9450  N139 1.510, C143 1.492, H161 1.090, H162 1.090
145 H 8.1386 -18.5181 25.4005  C136 1.090
146 H 7.5867 -19.4479 24.2002  C136 1.090
147 H 9.3389 -19.1599 24.2971  C136 1.090
148 H 7.4717 -20.8456 26.0950  C137 1.090
149 H 9.2259 -20.7373 26.2442  C137 1.090
150 H 9.5894 -22.0465 24.1163  C138 1.090
151 H 8.0100 -22.0149 23.7176  C138 1.090
152 H 8.6715 -25.2797 24.7910  C140 1.090
153 H 9.8289 -24.2639 24.0253  C140 1.090
154 H 8.2156 -24.2323 23.2967  C140 1.090
155 H 10.2011 -24.2086 26.3332  C141 1.090
156 H 9.7382 -22.5983 26.8329  C141 1.090
157 H 8.3483 -25.2758 27.4946  C142 1.090
158 H 8.9358 -24.0326 28.5556  C142 1.090
159 H 6.3017 -24.0334 27.8405  C143 1.090
160 H 7.1471 -22.5236 27.9095  C143 1.090
161 H 6.6002 -24.4624 25.7775  C144 1.090
162 H 6.3648 -22.6791 25.5252  C144 1.090
163 O 7.8061 -12.0598 26.7828  C164 1.341, H167 0.960
164 C 8.7892 -12.7654 27.3617  O163 1.341, O165 1.214, O166 1.176
165 O 9.1237 -12.4583 28.4877  C164 1.214
166 O 9.3330 -13.5878 26.7201  C164 1.176
167 H 7.7601 -12.6199 26.0044  O163 0.960
168 O 9.3815 -16.1279 24.6518  C169 1.344, H172 0.960
169 C 8.6115 -15.7372 23.6223  O168 1.344, O170 1.216, O171 1.236
170 O 8.0013 -14.6904 23.7203  C169 1.216
171 O 8.2828 -16.4886 22.6979  C169 1.236
172 H 9.2911 -15.4270 25.3015  O168 0.960

## Properties
2S+1: 2
HOMO-LUMO gap (alpha / beta) (eV): 2.04 / 6.28
Strongest force on any atom (eV Å⁻¹): 8.77
Energy above the lowest of the compared OMol25 structures with the same formula, charge and spin (kcal/mol): 80.87
Total charge: +3